The following is a quantum chemistry calculation of a cluster of 2 separate species, C11H15N in total, from the OMol25 dataset.

For the HOMO energy (spin up / spin down), the calculation gives 0.84 / -3.16 eV. As for the net charge: -1. The value obtained for the LUMO energy (spin up / spin down) is 3.8393 / 3.6713 eV. Its spin multiplicity is 2.

Geometry (Å):
N -1.0990 -1.1562 1.8963
C 0.3986 -1.0999 -1.5413
C -2.4551 1.2834 -2.4042
C -1.0004 1.3921 -2.6970
C -0.3190 -1.0914 0.7137
C 1.9232 -0.2353 0.1016
C 2.1379 0.1554 3.3663
C -0.3142 -0.7588 2.9987
C 0.9762 -0.4666 2.5844
C -0.6126 -1.3233 -0.6473
C 1.0021 -0.6339 1.1008
C 1.6375 -0.5560 -1.2266
H -0.4218 1.7790 -1.8593
H -3.0693 0.7952 -3.2113
H 0.2233 -1.3344 -2.7129
H 2.1559 -0.1663 4.3349
H 2.7081 0.3707 0.4437
H 3.1172 -0.1030 3.0406
H -2.0181 -1.4397 2.0103
H -0.6211 0.4315 -2.9692
H 2.1271 -0.2352 -2.1429
H 2.1378 1.2122 3.2878
H -1.5950 -1.4839 -1.0875
H -0.6885 -0.8032 3.9850
H -2.8222 2.3207 -2.4063
H -2.5729 1.0499 -1.3958
H -0.9354 2.0969 -3.5623

Okay, here come the Mulliken numbers, in e, for every atom: 0.07, -0.82, -1.24, -0.54, -0.48, -0.55, -1.61, -0.88, 0.83, -0.73, 0.46, -0.49, 0.22, 0.28, 0.54, 0.48, 0.37, 0.37, 0.10, 0.00, 0.32, 0.28, 0.38, 0.40, 0.39, 0.40, 0.43

***

The following is a quantum chemistry calculation of a cluster of 2 separate species, C11H15N in total, from the OMol25 dataset.

For the HOMO energy, the calculation gives -7.79 eV. As for the net charge: 0. As for the SMILES: Cc1c[nH]c2ccccc12.CC. The value obtained for the LUMO energy is 0.9709 eV.

Geometry (Å):
N -2.9286 -1.9807 -0.1729
C 0.3700 -0.8758 -0.7612
C 2.3489 3.0022 1.1413
C -1.0004 -3.0668 -0.5613
C 2.3168 4.4916 1.6304
C -2.0832 0.4000 -0.4259
C 0.0608 -4.1105 -0.6793
C -2.0092 -1.0022 -0.3932
C 0.2716 0.4737 -0.9495
C -0.9438 1.1674 -0.7069
C -2.3590 -3.2108 -0.3436
C -0.7730 -1.6238 -0.5501
H 2.6557 2.9790 0.0892
H 2.9556 2.4488 1.8503
H 1.3094 -1.4241 -0.8559
H 1.2278 0.9882 -1.0148
H 2.6874 5.2522 0.9510
H 1.3194 2.6217 1.1560
H -3.8355 -1.7535 0.1723
H -2.9817 -4.0791 -0.3660
H 3.0076 4.5290 2.4826
H -0.2068 -4.8233 -1.4991
H 0.8930 -3.7398 -1.2965
H -2.9404 0.9894 -0.1188
H 0.3203 -4.6016 0.2370
H -0.9948 2.2165 -0.9754
H 1.3120 4.7321 1.9603

Okay, here come the Mulliken numbers, in e, for every atom: -0.03, -0.47, -0.63, 0.37, -0.83, -0.63, -1.18, -0.30, -0.63, -0.53, -0.74, 1.26, 0.23, 0.33, 0.32, 0.35, 0.28, 0.12, 0.18, 0.42, 0.24, 0.34, 0.30, 0.30, 0.26, 0.42, 0.25

***

The following is a quantum chemistry calculation of an isolated molecule of C11H15N, from the OMol25 dataset.

For the HOMO energy, the calculation gives -8.62 eV. As for the net charge: 0. As for the SMILES: CN[C@H]1CCCc2ccccc21. The value obtained for the LUMO energy is 1.0201 eV.

Geometry (Å):
N -0.9618 1.2979 1.5215
C -1.9747 -0.8088 -1.3572
C 2.9204 -0.1460 -0.9903
C -0.9488 -0.1566 1.0238
C -2.0832 -0.1075 -0.0356
C 2.8312 -0.3828 0.3247
C 1.6672 -0.2034 -1.7737
C -0.6824 -0.5003 -2.2127
C 0.4375 -0.2998 -1.1430
C -1.7446 1.5040 2.7387
C 0.4028 -0.2596 0.2499
C 1.5383 -0.4199 0.9554
H 3.6723 -0.4201 0.8856
H -0.9435 -0.8431 1.8006
H -2.9174 -0.4951 -1.8524
H 3.8698 -0.1944 -1.5728
H -1.2929 2.0202 3.6381
H -2.5777 2.2093 2.4189
H 1.4600 -0.4242 2.0510
H -1.9322 -1.9260 -1.2241
H -2.9618 -0.3405 0.5242
H -2.1051 0.5527 3.1288
H 1.4760 -0.3087 -2.8337
H -2.1943 0.9667 -0.2049
H 0.0585 1.5354 1.6311
H -0.4824 -1.1848 -3.0168
H -0.5792 0.4512 -2.7042

Okay, here come the Mulliken numbers, in e, for every atom: -0.50, -0.72, -0.77, 0.47, -1.36, -0.58, -0.64, -1.29, 0.54, -0.82, -0.15, -0.11, 0.49, 0.72, 0.35, 0.30, 0.30, 0.25, 0.34, 0.29, 0.39, 0.31, 0.41, 0.49, 0.31, 0.48, 0.49

***

The following is a quantum chemistry calculation of a cluster of 2 separate species, C11H15N in total, from the OMol25 dataset.

For the HOMO energy, the calculation gives -7.49 eV. As for the net charge: 0. As for the SMILES: Cc1c[nH]c2ccccc12.CC. The value obtained for the LUMO energy is 0.8657 eV.

Geometry (Å):
N 1.4733 0.7029 0.0935
C -0.1359 -0.5349 1.2075
C 1.9227 -0.6349 0.1823
C -1.4041 -0.7856 1.8312
C -1.8633 1.5141 1.4205
C 0.1631 0.7409 0.6897
C -2.2807 0.2845 1.8535
C 1.0601 -2.7942 1.2958
C -0.6104 1.7998 0.8888
C 0.2854 0.7886 -4.8002
C 0.9814 -1.4007 0.9248
C -0.0401 0.4553 -3.3104
H -0.6778 0.6069 -5.3262
H 1.9999 1.4731 -0.3374
H 1.1467 0.2439 -5.0777
H 0.5527 1.9792 -5.0290
H -1.4585 -1.8256 2.0877
H 0.1139 -3.2825 1.4800
H 0.7883 0.7416 -2.6362
H -0.8308 1.0277 -2.9642
H -0.4447 2.7949 0.6352
H -2.4838 2.4375 1.4717
H -0.1715 -0.6219 -3.1232
H 1.3914 -3.0205 2.2938
H -3.3587 0.3072 2.0915
H 2.7196 -1.0520 -0.2170
H 1.9299 -3.3271 0.8962

Okay, here come the Mulliken numbers, in e, for every atom: -0.02, 0.71, -0.99, -0.28, -0.10, -0.10, -0.78, -1.47, -0.93, -0.85, 0.86, -0.76, 0.26, 0.24, 0.33, 0.21, 0.31, 0.32, 0.16, 0.36, 0.44, 0.27, 0.29, 0.33, 0.30, 0.56, 0.33